[1]
Entry from the Open Molecules 2025 dataset: a cluster of 3 separate species, C19H38N2O9 in total (wB97M-V/def2-TZVPD).

Last column: Mulliken charge in e.
Cartesian coordinates (Å):
1 N 10.07 4.29 -6.43  -0.475
2 C 8.93 4.14 -6.39  0.540
3 O 7.65 3.98 -6.36  -0.433
4 C 7.10 3.45 -5.09  0.259
5 C 6.58 4.63 -4.30  -0.992
6 N 5.16 5.03 -4.64  -0.040
7 C 4.53 4.22 -5.76  -1.231
8 C 4.65 2.76 -5.37  0.414
9 C 4.00 2.71 -3.96  0.209
10 O 4.82 2.86 -3.02  -0.683
11 O 2.77 2.74 -3.95  -0.708
12 C 6.11 2.33 -5.43  -1.200
13 H 7.93 3.04 -4.51  0.492
14 H 7.21 5.50 -4.48  0.490
15 H 6.60 4.39 -3.25  0.362
16 H 5.13 6.01 -4.88  0.427
17 H 4.59 4.89 -3.80  0.374
18 H 5.04 4.49 -6.68  0.400
19 H 3.49 4.53 -5.83  0.498
20 H 4.05 2.17 -6.07  0.506
21 H 6.34 2.00 -6.45  0.377
22 H 6.30 1.48 -4.77  0.418
23 C 2.37 0.21 -1.66  -0.607
24 O 1.15 0.18 -0.95  -0.323
25 C 0.71 1.48 -0.60  -0.428
26 C -0.79 1.51 -0.39  -0.437
27 O -1.55 1.50 -1.58  -0.434
28 C -1.71 0.26 -2.25  -0.380
29 C -2.77 -0.64 -1.65  -0.570
30 O -2.30 -1.27 -0.48  -0.290
31 C -3.34 -1.66 0.39  -0.750
32 H 3.19 0.59 -1.04  0.285
33 H 2.60 -0.81 -1.96  0.331
34 H 2.29 0.84 -2.55  0.173
35 H 0.98 2.20 -1.38  0.248
36 H 1.19 1.79 0.34  0.409
37 H -1.03 2.46 0.09  0.403
38 H -1.10 0.70 0.29  0.166
39 H -0.76 -0.27 -2.34  0.217
40 H -2.04 0.53 -3.26  0.381
41 H -3.04 -1.40 -2.40  0.383
42 H -3.66 -0.04 -1.43  0.329
43 H -3.95 -0.80 0.69  0.350
44 H -2.88 -2.08 1.28  0.160
45 H -3.99 -2.41 -0.07  0.374
46 C -2.47 -1.39 4.90  -0.710
47 O -3.70 -2.05 5.06  -0.333
48 C -4.02 -2.90 3.97  -0.329
49 C -4.95 -4.02 4.40  -0.517
50 O -4.31 -5.06 5.12  -0.434
51 C -4.06 -4.84 6.49  -0.387
52 C -5.26 -5.05 7.38  -0.562
53 O -6.14 -3.94 7.32  -0.277
54 C -7.46 -4.27 7.67  -0.759
55 H -2.49 -0.71 4.04  0.286
56 H -2.29 -0.81 5.80  0.253
57 H -1.65 -2.10 4.76  0.324
58 H -3.11 -3.33 3.55  0.342
59 H -4.52 -2.30 3.20  0.335
60 H -5.31 -4.49 3.48  0.352
61 H -5.80 -3.62 4.94  0.232
62 H -3.61 -3.86 6.67  0.212
63 H -3.32 -5.61 6.76  0.363
64 H -4.91 -5.17 8.42  0.401
65 H -5.78 -5.96 7.08  0.342
66 H -7.86 -5.06 7.03  0.322
67 H -8.07 -3.37 7.54  0.233
68 H -7.53 -4.59 8.72  0.319

HOMO-LUMO gap	8.32	eV
E_tot	-1533.2472	hartree
HOMO energy	-8.68	eV
LUMO energy	-0.01314	hartree



[2]
Entry from the Open Molecules 2025 dataset: a cluster of 14 separate species, C44H125N9O17 in total in a non-equilibrium geometry (wB97M-V/def2-TZVPD).

Last column: Mulliken spin population.
Cartesian coordinates (Å):
1 C -1.45 -3.87 2.69  0.000
2 O -0.69 -4.70 1.77  0.000
3 H -1.72 -2.94 2.21  -0.002
4 H -2.35 -4.41 2.98  0.000
5 H -0.77 -3.62 3.51  0.000
6 H 0.25 -4.62 1.97  0.000
7 C 0.63 -3.88 -1.19  0.000
8 O -0.59 -3.62 -1.96  0.000
9 H 0.63 -2.98 -0.58  0.000
10 H 0.48 -4.87 -0.76  0.000
11 H 1.51 -3.79 -1.82  0.000
12 H -0.68 -4.37 -2.55  0.000
13 C 2.83 -3.64 -4.91  0.000
14 C 3.75 -2.57 -5.44  0.000
15 C 3.07 -1.18 -5.33  0.000
16 O 1.75 -1.29 -5.87  0.000
17 C 0.85 -0.22 -5.52  0.000
18 N 4.95 -2.69 -4.56  0.000
19 H 3.32 -4.62 -4.85  0.000
20 H 1.97 -3.78 -5.57  0.000
21 H 2.45 -3.44 -3.91  0.000
22 H 3.90 -2.73 -6.51  0.000
23 H 3.75 -0.47 -5.82  0.000
24 H 3.11 -0.88 -4.29  0.000
25 H 0.69 -0.02 -4.46  0.000
26 H -0.09 -0.63 -5.88  0.000
27 H 1.21 0.72 -5.94  0.000
28 H 5.27 -3.62 -4.37  0.000
29 H 4.58 -2.44 -3.65  0.000
30 C 8.39 -3.77 3.63  0.000
31 C 7.13 -3.08 3.18  0.000
32 C 6.17 -4.14 2.50  0.000
33 O 4.89 -3.70 2.17  0.000
34 C 4.81 -2.44 1.48  0.000
35 N 6.45 -2.75 4.43  0.000
36 H 8.15 -4.60 4.30  0.000
37 H 9.12 -3.20 4.21  0.000
38 H 8.87 -4.17 2.74  0.000
39 H 7.33 -2.27 2.47  0.000
40 H 5.91 -4.90 3.23  0.000
41 H 6.59 -4.77 1.71  0.000
42 H 5.14 -1.76 2.26  0.000
43 H 3.80 -2.08 1.26  0.000
44 H 5.28 -2.45 0.50  0.000
45 H 5.52 -2.44 4.19  0.000
46 H 6.95 -2.00 4.88  0.000
47 C -0.70 1.33 -1.67  -0.001
48 C -0.16 -0.13 -1.40  0.000
49 C 0.98 -0.04 -0.40  0.000
50 O 0.59 0.59 0.80  -0.002
51 C 1.68 0.96 1.63  0.001
52 N -1.16 -0.99 -0.76  0.000
53 H -1.03 1.69 -0.70  0.000
54 H -1.55 1.36 -2.35  0.000
55 H 0.12 1.95 -2.03  0.000
56 H 0.14 -0.62 -2.32  0.001
57 H 1.72 0.57 -0.89  0.000
58 H 1.42 -1.02 -0.24  0.000
59 H 2.11 1.88 1.23  0.000
60 H 2.47 0.22 1.75  0.000
61 H 1.24 1.28 2.57  0.000
62 H -0.79 -1.13 0.17  0.001
63 H -1.13 -1.86 -1.28  0.000
64 C -2.65 -1.14 -4.77  0.000
65 C -3.98 -1.98 -4.67  0.000
66 C -5.18 -1.04 -4.55  0.000
67 O -6.30 -1.82 -4.09  0.000
68 C -7.48 -1.07 -4.21  0.000
69 N -4.01 -2.84 -5.79  0.000
70 H -2.40 -0.69 -3.81  0.000
71 H -2.74 -0.32 -5.48  0.000
72 H -1.79 -1.66 -5.19  0.000
73 H -3.75 -2.63 -3.83  0.000
74 H -5.22 -0.70 -5.59  0.000
75 H -5.02 -0.25 -3.82  0.000
76 H -7.62 -0.60 -5.18  0.000
77 H -7.61 -0.24 -3.52  0.000
78 H -8.35 -1.72 -4.12  0.000
79 H -4.92 -3.28 -5.92  0.000
80 H -3.41 -3.60 -5.49  0.000
81 C -0.79 3.45 -4.28  0.000
82 C -0.54 4.49 -5.36  0.000
83 C -0.19 3.87 -6.70  0.000
84 O -1.29 3.06 -7.17  0.000
85 C -0.97 2.10 -8.16  0.000
86 N -1.78 5.19 -5.54  0.000
87 H -1.44 2.62 -4.56  0.000
88 H -1.30 3.84 -3.41  0.000
89 H 0.15 2.95 -4.03  0.000
90 H 0.21 5.22 -5.06  0.000
91 H 0.68 3.22 -6.61  0.000
92 H 0.06 4.50 -7.55  0.000
93 H -1.93 1.76 -8.53  0.000
94 H -0.59 1.18 -7.71  0.000
95 H -0.36 2.46 -8.98  0.000
96 H -1.49 5.90 -6.20  0.000
97 H -2.25 4.45 -6.05  0.000
98 C 6.07 -0.91 -1.57  0.000
99 C 6.20 0.33 -0.65  0.000
100 C 4.86 0.90 -0.42  0.000
101 O 4.26 1.34 -1.67  0.000
102 C 4.83 2.40 -2.35  0.000
103 N 7.04 -0.03 0.48  0.000
104 H 5.97 -0.58 -2.61  0.000
105 H 5.17 -1.50 -1.38  0.000
106 H 7.00 -1.45 -1.46  0.000
107 H 6.68 1.12 -1.23  0.000
108 H 5.05 1.78 0.19  0.000
109 H 4.20 0.33 0.23  0.000
110 H 4.14 2.74 -3.11  0.000
111 H 5.80 2.25 -2.82  0.000
112 H 4.96 3.16 -1.58  0.000
113 H 7.97 -0.34 0.21  0.000
114 H 7.20 0.91 0.80  0.000
115 C -2.24 -1.86 6.14  0.012
116 C -2.55 -0.33 5.87  0.022
117 C -3.52 -0.05 4.68  0.119
118 O -3.07 -0.51 3.41  0.365
119 C -1.92 0.03 2.82  0.005
120 N -2.98 0.29 7.01  0.340
121 H -2.90 -2.55 6.67  0.002
122 H -1.36 -1.93 6.78  0.003
123 H -1.96 -2.31 5.19  -0.001
124 H -1.57 0.11 5.67  0.026
125 H -3.74 1.01 4.58  0.004
126 H -4.50 -0.46 4.90  0.011
127 H -1.63 -0.61 1.99  0.003
128 H -1.12 -0.15 3.54  0.035
129 H -2.01 1.08 2.57  0.024
130 H -3.26 1.21 6.71  0.007
131 H -3.80 -0.28 7.21  0.006
132 C -5.42 6.15 4.08  0.000
133 C -5.87 4.79 3.87  -0.001
134 C -5.28 4.17 2.55  0.000
135 O -3.91 3.90 2.55  0.000
136 C -3.42 3.56 1.20  0.001
137 N -5.51 3.98 5.03  0.006
138 H -5.40 6.70 3.14  0.000
139 H -4.42 6.20 4.52  0.000
140 H -6.06 6.72 4.75  0.000
141 H -6.95 4.73 3.82  0.000
142 H -5.49 4.78 1.67  0.000
143 H -5.89 3.29 2.36  0.000
144 H -2.51 2.96 1.26  0.001
145 H -3.20 4.47 0.64  0.000
146 H -4.05 2.95 0.55  -0.001
147 H -4.54 4.05 5.32  -0.001
148 H -5.52 3.01 4.75  0.000
149 C 2.64 -1.74 4.52  0.001
150 C 3.08 -3.08 5.23  -0.001
151 C 3.66 -2.78 6.67  0.000
152 O 2.65 -2.32 7.57  0.000
153 C 3.12 -2.30 8.91  0.000
154 N 2.02 -4.10 5.13  0.000
155 H 3.50 -1.24 4.08  -0.001
156 H 2.07 -1.10 5.20  0.001
157 H 1.99 -1.96 3.67  0.000
158 H 3.98 -3.55 4.82  0.000
159 H 4.62 -2.28 6.72  0.000
160 H 4.03 -3.69 7.14  0.000
161 H 4.13 -1.96 9.12  0.000
162 H 3.04 -3.30 9.33  0.000
163 H 2.58 -1.59 9.54  0.000
164 H 1.16 -3.67 5.42  0.000
165 H 2.18 -4.88 5.75  0.000
166 C 2.12 5.19 2.03  0.000
167 C 1.75 4.46 3.37  0.000
168 O 2.86 4.38 4.23  0.000
169 O 3.13 4.37 1.48  0.000
170 H 2.46 6.20 2.25  0.000
171 H 1.24 5.18 1.38  0.000
172 H 1.23 3.52 3.20  0.000
173 H 1.07 5.13 3.90  0.000
174 H 3.35 5.18 4.03  0.000
175 H 3.90 4.38 2.05  0.000
176 C -4.35 -0.93 -0.15  0.006
177 C -4.58 -2.39 -0.64  0.002
178 O -5.76 -2.71 -1.40  0.003
179 O -3.70 -0.05 -1.05  0.009
180 H -3.63 -0.93 0.67  -0.007
181 H -5.30 -0.49 0.14  0.001
182 H -4.65 -3.09 0.19  0.000
183 H -3.68 -2.65 -1.20  0.000
184 H -5.69 -2.38 -2.30  0.000
185 H -2.79 -0.35 -1.02  0.000
186 C -6.70 3.27 -2.83  0.000
187 C -6.01 2.40 -1.81  0.000
188 O -4.66 2.24 -2.08  0.000
189 O -7.19 2.58 -4.05  0.000
190 H -6.19 4.21 -3.04  0.000
191 H -7.56 3.68 -2.30  0.000
192 H -6.50 1.44 -1.64  0.000
193 H -5.97 2.94 -0.86  0.000
194 H -4.46 1.30 -2.07  0.000
195 H -6.76 2.90 -4.84  0.000

HOMO-LUMO gap (alpha / beta)	8.08 / 2.16	eV
E_tot	-3522.5049	hartree
total charge	+1
2S+1	2
HOMO energy (alpha / beta)	-10.55 / -10.55	eV
LUMO energy (alpha / beta)	-0.09066 / -0.30811	hartree
expectation value of S²	0.76